No. 1
DFT (the ωB97M-V functional and the def2-TZVPD basis) results for C24H28ClN7O2STi as an isolated structure.

XYZ file:
```
64
Properties=species:S:1:pos:R:3:forces:R:3
C -4.677 -0.254 -3.065 0.02 -0.03 -0.02
C 1.738 0.706 -1.414 0.00 0.15 -0.07
C 4.658 1.695 -0.757 -0.02 -0.01 0.04
C 0.469 0.185 -3.771 0.01 0.00 0.01
H -2.344 -4.074 1.631 -0.03 0.00 0.01
H -1.757 0.053 4.026 0.01 0.03 0.01
C 5.622 3.654 0.244 -0.01 -0.01 -0.01
C 4.480 3.822 1.017 -0.01 -0.01 0.01
C -0.945 -3.908 0.005 -0.03 0.04 0.03
H -3.098 -0.844 2.282 0.00 0.00 -0.05
N 0.197 -3.044 -0.384 -0.01 0.07 0.00
H -1.125 0.942 1.905 -0.06 0.02 -0.01
H -0.047 -0.065 -4.687 0.00 -0.01 0.01
H -0.693 -4.967 -0.034 0.03 -0.02 0.00
H -0.688 -3.747 2.152 0.00 0.00 0.02
H 3.039 -1.701 4.492 0.00 0.01 0.00
C -5.719 1.540 -1.827 -0.02 0.02 0.00
H -2.300 -1.875 0.599 -0.03 -0.04 0.02
C 3.435 2.919 0.919 0.02 0.02 0.00
C -3.565 0.704 -1.150 0.04 -0.10 -0.09
N -0.498 0.232 2.311 0.06 0.02 0.04
C -3.594 -0.206 -2.203 -0.01 0.02 0.01
H -4.709 -0.958 -3.886 0.00 0.01 0.01
H 4.726 0.864 -1.449 0.01 0.00 -0.01
H -2.623 -2.223 3.263 -0.02 -0.02 -0.01
O -1.438 -0.076 -0.433 0.04 0.00 -0.05
C 0.286 -0.587 -2.640 0.00 -0.03 -0.01
Ti 0.113 -0.935 0.532 -0.46 -0.54 0.17
N 1.921 0.186 0.845 0.04 0.07 -0.12
C 1.937 1.563 -2.487 0.06 -0.05 -0.10
C 5.712 2.587 -0.638 0.04 0.01 -0.02
H -2.758 -0.877 -2.348 -0.01 0.00 0.00
C 2.390 0.909 -0.115 0.11 0.07 0.18
C 3.519 1.854 0.027 0.02 0.01 -0.08
C -1.234 -0.577 3.305 -0.05 -0.04 -0.04
H 1.434 1.944 -4.538 0.01 0.00 0.01
N 0.904 -0.344 -1.484 0.02 0.08 0.02
C -1.434 -3.518 1.390 0.05 0.02 -0.03
H -1.750 -3.734 -0.713 0.01 0.00 -0.04
Cl -7.088 0.572 -3.941 -0.02 0.00 -0.02
H -6.554 2.215 -1.696 0.01 0.00 0.00
H 1.050 -3.369 0.067 0.00 -0.01 -0.01
H 0.270 0.715 2.768 0.01 0.00 -0.01
N -1.663 -2.067 1.367 0.00 0.03 0.01
C 1.297 1.293 -3.684 -0.02 0.01 -0.02
N 2.553 0.267 2.054 0.11 0.09 0.19
N 3.002 -0.839 3.979 0.00 0.00 0.02
H 3.660 -0.109 4.201 0.00 0.00 0.00
H 0.371 -3.114 -1.382 -0.03 0.00 -0.01
H 4.408 4.657 1.703 0.00 -0.01 0.00
C -4.633 1.575 -0.970 -0.01 0.02 0.03
O -2.421 1.539 0.744 0.02 0.05 0.06
H 2.551 3.036 1.532 0.01 0.01 0.01
H -4.599 2.280 -0.151 -0.01 0.00 -0.01
C -5.733 0.623 -2.869 0.03 0.01 0.04
C -2.412 0.756 -0.199 -0.04 0.03 0.00
H 6.440 4.356 0.330 0.00 -0.01 0.00
H 6.604 2.451 -1.236 -0.01 0.00 0.00
H -0.405 -1.421 -2.653 -0.01 0.00 0.01
S 1.495 -2.220 2.291 0.05 0.07 -0.07
H 2.581 2.423 -2.373 0.01 -0.01 0.00
H -0.515 -1.190 3.843 0.04 -0.01 -0.01
C 2.409 -0.817 2.771 -0.01 -0.08 -0.10
C -2.248 -1.454 2.586 0.04 0.03 0.04
```
Positions in Å, forces in eV/Å.

## Properties
Max |F| = 0.73 eV/Å
2S+1 = 2
Expectation value of S² = 0.7584
Net charge = +1
ΔE to the lowest compared entry with this formula, charge and spin = 3.0 kcal/mol
E = -3172.98568 Ha
Frontier orbital gap (spin up / spin down) = 7.342 / 7.611 eV

Charges in e, computed with Löwdin, in the same order as the atoms:
1 C -0.09
2 C -0.19
3 C -0.03
4 C -0.02
5 H 0.13
6 H 0.13
7 C -0.07
8 C -0.06
9 C -0.19
10 H 0.13
11 N -0.05
12 H 0.07
13 H 0.12
14 H 0.13
15 H 0.09
16 H 0.09
17 C -0.08
18 H 0.11
19 C -0.03
20 C -0.13
21 N -0.04
22 C -0.02
23 H 0.11
24 H 0.12
25 H 0.13
26 O -0.18
27 C -0.12
28 Ti 0.91
29 N -0.08
30 C 0.03
31 C -0.07
32 H 0.10
33 C -0.16
34 C -0.20
35 C -0.21
36 H 0.12
37 N 0.02
38 C -0.21
39 H 0.13
40 Cl 0.70
41 H 0.11
42 H 0.05
43 H 0.09
44 N -0.14
45 C -0.01
46 N 0.01
47 N 0.10
48 H 0.11
49 H 0.09
50 H 0.11
51 C 0.00
52 O 0.05
53 H 0.12
54 H 0.12
55 C -0.66
56 C -0.54
57 H 0.11
58 H 0.11
59 H 0.11
60 S 0.70
61 H 0.13
62 H 0.08
63 C -0.83
64 C -0.15


No. 2
DFT (the ωB97M-V functional and the def2-TZVPD basis) results for C5H11BrN4Si2 as an isolated structure at a distorted geometry.

XYZ file:
```
23
Properties=species:S:1:pos:R:3:forces:R:3
N -0.843 -0.254 -1.385 2.19 0.64 -2.01
H -1.320 0.471 3.311 0.91 -0.24 -1.10
C -1.117 -1.529 2.292 -0.27 1.10 -0.29
H 0.783 -0.306 -2.932 -2.10 1.47 0.56
Si -0.527 2.830 0.224 2.31 -0.64 -0.52
H -0.908 0.410 -3.408 0.38 -0.38 -0.17
N 0.107 2.462 -1.307 -0.74 2.01 2.16
H 2.254 -0.216 0.906 -0.06 0.08 -0.28
C -0.149 0.366 -2.617 0.24 -0.94 1.72
C 0.321 1.825 -2.346 -0.24 -2.71 -2.58
H -0.542 -2.103 3.011 -0.17 0.04 0.51
H -1.739 0.174 -1.300 -0.77 0.05 0.19
H 2.138 -1.868 0.278 -0.25 0.70 -0.64
H -2.184 -1.623 2.376 -0.75 -0.30 1.26
H 0.794 2.178 -3.290 0.50 0.48 0.94
Br 1.588 3.095 1.365 -1.17 0.55 -0.35
N -0.393 0.612 1.372 -0.84 -0.62 1.72
H 2.191 -0.352 -0.945 -0.10 -1.26 2.20
C -0.877 -0.024 2.386 -0.52 0.63 0.09
C 1.832 -0.815 0.091 0.14 0.99 -2.19
N -0.849 -1.897 0.951 1.90 -1.15 -1.91
H -0.531 -2.898 0.870 -0.52 1.79 -0.16
Si -0.031 -0.536 0.097 -0.07 -2.30 0.85
```
Positions in Å, forces in eV/Å.

## Properties
Max |F| = 3.74 eV/Å
2S+1 = 3
Expectation value of S² = 2.0173
ΔE to the lowest compared entry with this formula, charge and spin = 34.4 kcal/mol
E = -3569.08397 Ha
Frontier orbital gap (spin up / spin down) = 5.120 / 6.160 eV

Charges in e, computed with Löwdin, in the same order as the atoms:
1 N -0.09
2 H 0.13
3 C -0.30
4 H 0.14
5 Si 0.38
6 H 0.09
7 N -0.24
8 H 0.01
9 C -0.21
10 C -0.29
11 H 0.12
12 H 0.05
13 H 0.03
14 H 0.10
15 H 0.11
16 Br 0.09
17 N -0.15
18 H 0.06
19 C -0.18
20 C -0.15
21 N -0.11
22 H 0.10
23 Si 0.32


No. 3
DFT (the ωB97M-V functional and the def2-TZVPD basis) results for one molecule with the formula C5H14N2 at a distorted geometry.

XYZ file:
```
21
Properties=species:S:1:pos:R:3:forces:R:3
C 1.559 -0.317 1.162 -1.68 3.36 2.26
H 0.174 1.463 0.686 0.02 -1.45 -0.05
H 1.970 -0.889 0.386 0.63 -2.23 -0.04
H -2.057 0.872 -0.718 0.21 1.01 -0.61
H -2.169 -1.563 -1.776 0.18 0.12 0.07
H -2.364 0.100 0.808 0.85 -0.26 -0.69
H 2.385 1.242 2.451 0.25 -1.81 -1.05
H -3.610 -0.752 -1.326 -1.14 0.95 -0.66
H 0.843 -0.582 1.977 0.57 -1.54 -1.15
C -1.905 -0.055 -0.210 0.29 -1.20 0.40
H -3.062 -1.924 -0.317 0.43 -0.45 0.56
N 2.654 0.396 1.871 0.55 1.67 0.12
C 0.555 0.493 0.231 0.21 0.94 -0.55
H 0.344 0.939 -1.883 0.13 0.47 0.47
C -2.704 -1.118 -0.935 0.29 -0.71 0.00
N -0.504 -0.489 -0.134 1.33 0.33 1.19
H -0.003 -0.937 -0.924 -2.04 -0.01 0.25
H 1.853 0.344 -1.581 2.29 -1.60 -0.52
H 3.395 -0.148 2.357 -1.35 0.39 -0.73
H 1.488 1.976 -0.991 0.52 -0.05 -0.52
C 1.159 0.949 -1.131 -2.54 2.05 1.25
```
Positions in Å, forces in eV/Å.

## Properties
Max |F| = 4.38 eV/Å
Structure (SMILES) = CCN[C@H](C)CN
ΔE to the lowest compared entry with this formula, charge and spin = 53.5 kcal/mol
E = -308.33781 Ha
Frontier orbital gap = 9.554 eV

Charges in e, computed with Löwdin, in the same order as the atoms:
1 C -0.23
2 H 0.15
3 H 0.08
4 H 0.09
5 H 0.07
6 H 0.13
7 H 0.08
8 H 0.05
9 H 0.11
10 C -0.28
11 H 0.07
12 N -0.05
13 C -0.38
14 H 0.08
15 C -0.11
16 N -0.08
17 H 0.11
18 H 0.04
19 H 0.07
20 H 0.07
21 C -0.07


No. 4
DFT (the ωB97M-V functional and the def2-TZVPD basis) results for a 2-piece molecular cluster, C9H14 overall at a distorted geometry.

XYZ file:
```
23
Properties=species:S:1:pos:R:3:forces:R:3
C -0.756 1.224 0.673 -0.12 0.15 -0.83
C -2.035 1.778 0.622 0.80 0.26 0.69
H -2.322 2.399 1.465 -0.31 0.10 -0.21
C 3.118 -0.520 1.218 -0.08 0.60 -1.02
H 1.236 -0.660 2.291 0.10 0.13 0.59
H 3.546 -1.152 0.440 0.14 -0.39 0.21
H -0.086 -0.826 -3.114 0.02 -0.39 0.17
C 2.139 -1.239 2.133 0.30 -1.24 -0.58
C -2.382 0.764 -1.535 0.95 -1.18 -0.39
H 2.622 -1.680 3.005 -0.13 0.67 0.52
H 1.788 -2.163 1.654 -0.12 0.31 -0.35
C -0.297 0.388 -0.345 0.97 0.61 1.03
H -1.741 -1.402 -2.837 -0.02 0.02 -0.16
C -0.831 -1.064 -2.334 -0.01 0.64 -0.23
H -2.950 0.435 -2.406 -0.43 0.46 0.17
C -1.124 0.129 -1.461 -1.19 -0.47 -0.73
H 2.585 0.223 0.618 -0.06 0.07 0.19
H -0.033 1.539 1.425 -0.27 -0.18 0.29
H -3.857 1.993 -0.556 0.02 0.06 -0.22
H -0.482 -1.905 -1.721 0.23 -0.06 -0.06
C -2.846 1.599 -0.553 -0.54 0.14 0.51
H 3.952 0.023 1.665 -0.12 -0.15 0.46
H 0.758 0.117 -0.348 -0.14 -0.19 -0.07
```
Positions in Å, forces in eV/Å.

## Properties
Max |F| = 1.56 eV/Å
2S+1 = 2
Expectation value of S² = 0.7608
Net charge = -1
ΔE to the lowest compared entry with this formula, charge and spin = 12.5 kcal/mol
E = -351.25945 Ha
Frontier orbital gap (spin up / spin down) = 2.717 / 6.911 eV

Charges in e, computed with Löwdin, in the same order as the atoms:
1 C -0.19
2 C -0.19
3 H 0.05
4 C -0.19
5 H 0.05
6 H 0.05
7 H 0.05
8 C -0.17
9 C -0.15
10 H 0.05
11 H 0.06
12 C -0.15
13 H 0.04
14 C -0.14
15 H 0.08
16 C -0.36
17 H 0.03
18 H 0.07
19 H 0.05
20 H 0.04
21 C -0.19
22 H 0.05
23 H 0.04